(1)
{
  "formula": "C3H6NO2",
  "method": "the ωB97M-V functional and the def2-TZVPD basis",
  "symbols": ["O", "O", "N", "C", "C", "C", "H", "H", "H", "H", "H", "H"],
  "coordinates": [[1.45829, -2.47996, 0.43695], [-1.67771, 2.35266, -0.09092], [0.52520, -0.56964, -0.52026], [1.00096, -1.35848, 0.47986], [-1.32336, 1.07454, -0.19823], [0.16755, 0.82855, -0.16709], [-0.28828, -0.87844, -1.04797], [-1.75072, 0.40084, 0.59858], [0.76498, 1.50073, -0.78050], [-1.69465, 0.59605, -1.18957], [0.92755, -0.93118, 1.50729], [0.46830, 1.07727, 0.85382]],
  "total_energy_ev": -8792.885,
  "charge": -1,
  "de_lowest_ev": 2.331,
  "multiplicity": 1,
  "homo_energy_ev": -2.74,
  "max_force_ev_per_a": 1.51,
  "smiles": "O=CNCC[O-]",
  "mol_weight_g_mol": 88.1
}

---

(2)
{
  "formula": "C3H6NO2",
  "method": "the ωB97M-V functional and the def2-TZVPD basis",
  "symbols": ["O", "O", "N", "C", "C", "C", "H", "H", "H", "H", "H", "H"],
  "coordinates": [[-2.53879, 2.70732, 2.23316], [-1.19592, 1.17240, 1.19332], [1.38707, -1.76382, -0.59745], [-2.07728, 2.04036, 1.28921], [0.13703, -1.10970, -0.20547], [2.20876, -1.04485, -1.21941], [-0.68622, -1.78482, -0.07089], [-0.08420, -0.25419, -0.84342], [3.14552, -1.56182, -1.43296], [-2.61306, 2.28447, 0.29887], [0.27711, -0.69426, 0.79560], [2.03998, 0.00891, -1.44057]],
  "total_energy_ev": -8793.658,
  "charge": -1,
  "de_lowest_ev": 1.559,
  "multiplicity": 1,
  "homo_energy_ev": -3.79,
  "max_force_ev_per_a": 1.61,
  "mol_weight_g_mol": 88.1
}

---

(3)
{
  "formula": "C3H6NO2",
  "method": "the ωB97M-V functional and the def2-TZVPD basis",
  "symbols": ["O", "O", "N", "C", "C", "C", "H", "H", "H", "H", "H", "H"],
  "coordinates": [[0.19767, 2.78140, 1.37499], [1.94000, 3.51338, 0.33504], [1.00571, 3.71692, 1.14850], [-1.11316, 0.32342, -0.36864], [-0.05860, -0.46125, 0.26230], [0.87697, -0.04969, 1.12220], [-2.17268, 0.11537, -0.08827], [-1.16395, 0.33813, -1.44491], [-0.83416, 1.27755, 0.20499], [-0.15125, -1.66031, 0.08844], [0.73441, 1.03803, 1.28438], [1.54145, -0.74699, 1.68364]],
  "total_energy_ev": -8790.491,
  "charge": -1,
  "de_lowest_ev": 4.726,
  "multiplicity": 1,
  "homo_energy_ev": -3.12,
  "max_force_ev_per_a": 5.84,
  "mol_weight_g_mol": 88.1
}

---

(4)
{
  "formula": "C3H6NO2",
  "method": "the ωB97M-V functional and the def2-TZVPD basis",
  "symbols": ["O", "O", "N", "C", "C", "C", "H", "H", "H", "H", "H", "H"],
  "coordinates": [[-1.36636, -0.57268, 0.33342], [-3.23716, -0.66212, -0.71050], [1.47692, 1.17203, -0.00275], [1.18604, -0.09453, 0.35080], [-1.98130, -0.40056, -0.73025], [0.04454, -0.86977, 0.45867], [2.08198, -0.61022, 0.56337], [0.10558, -1.96319, 0.86965], [-1.65895, -0.13876, -1.70292], [-3.50167, -0.77528, 0.21905], [0.86220, 1.92960, -0.48798], [2.48904, 1.20262, -0.23049]],
  "total_energy_ev": -8780.627,
  "charge": 1,
  "de_lowest_ev": 0.388,
  "s2": 2.02,
  "multiplicity": 3,
  "homo_energy_ev": [-9.75, -16.05],
  "max_force_ev_per_a": 10.58,
  "mol_weight_g_mol": 88.1
}

---

(5)
{
  "formula": "C3H6NO2",
  "method": "the ωB97M-V functional and the def2-TZVPD basis",
  "symbols": ["O", "O", "N", "C", "C", "C", "H", "H", "H", "H", "H", "H"],
  "coordinates": [[-1.68895, -2.49916, 0.22877], [0.11865, -1.41860, -0.30252], [0.00122, 1.42509, 0.45148], [0.87750, 0.85402, -0.34115], [-1.05007, -1.42029, 0.05821], [0.96730, -0.43187, -0.75071], [1.73233, -0.64947, -1.40729], [-1.51478, -0.42817, 0.18985], [-1.01666, 1.24930, 0.43473], [0.22164, 2.15816, 1.04529], [-1.43891, -3.39757, 0.00848], [1.61935, 1.66594, -0.54093]],
  "total_energy_ev": -8780.637,
  "charge": 1,
  "de_lowest_ev": 0.378,
  "s2": 2.01,
  "multiplicity": 3,
  "homo_energy_ev": [-10.19, -16.98],
  "max_force_ev_per_a": 11.53,
  "mol_weight_g_mol": 88.1
}

---

(6)
{
  "formula": "C3H6NO2S",
  "method": "the ωB97M-V functional and the def2-TZVPD basis",
  "symbols": ["S", "O", "O", "N", "C", "C", "C", "H", "H", "H", "H", "H", "H"],
  "coordinates": [[-0.80183, 0.88206, 2.22251], [-0.90164, -0.29985, -2.50702], [0.45730, -1.87448, -1.60349], [1.48780, 0.04850, 0.19189], [-0.07278, -0.68884, -1.58885], [-0.95588, -0.05709, 0.74540], [0.09223, 0.13522, -0.36166], [-1.92474, 0.07138, 0.24142], [1.50360, 0.13728, 1.17133], [1.69942, -0.99644, 0.06577], [-0.76017, -1.03304, 1.16328], [0.00790, 2.38128, 0.86400], [0.16878, 1.29401, -0.60458]],
  "total_energy_ev": -19626.735,
  "charge": -1,
  "de_lowest_ev": 3.793,
  "multiplicity": 1,
  "homo_energy_ev": -4.35,
  "max_force_ev_per_a": 5.50,
  "mol_weight_g_mol": 120.2
}

---

(7)
{
  "formula": "C3H6NO3",
  "method": "the ωB97M-V functional and the def2-TZVPD basis",
  "symbols": ["O", "O", "O", "N", "C", "C", "C", "H", "H", "H", "H", "H", "H"],
  "coordinates": [[-0.42432, 1.12095, -0.32681], [-1.12197, -0.01807, 1.58048], [-0.29303, 0.68073, -2.57923], [1.14876, -0.15734, 1.04718], [-0.22838, -0.88706, -0.66755], [-0.31383, 0.06643, 0.55893], [-0.27371, 0.26092, -1.39924], [1.92733, -0.76077, 0.53652], [1.69186, 0.61310, 1.44996], [-2.02874, 0.19621, 1.36685], [0.73914, -0.74783, 1.89788], [-0.86942, 1.53416, -2.64871], [0.04629, -1.90143, -0.81625]],
  "total_energy_ev": -10830.859,
  "charge": 1,
  "de_lowest_ev": 3.105,
  "multiplicity": 1,
  "homo_energy_ev": -13.31,
  "max_force_ev_per_a": 5.95,
  "mol_weight_g_mol": 104.1
}

---

(8)
{
  "formula": "C3H6NO4",
  "method": "the ωB97M-V functional and the def2-TZVPD basis",
  "symbols": ["O", "O", "O", "O", "N", "C", "C", "C", "H", "H", "H", "H", "H", "H"],
  "coordinates": [[-2.32792, 0.69902, -0.99394], [-0.85822, 1.73831, -2.35379], [2.41628, -1.30729, 3.02104], [1.48084, -0.83996, -0.01693], [-0.00805, 0.67451, -0.57574], [-0.64580, -1.08504, 1.07579], [0.29380, -0.44805, 0.09244], [-1.22625, 1.12432, -1.31603], [3.33146, -1.18911, 3.29034], [-1.32929, -1.72650, 0.50928], [-0.17314, -1.54463, 1.91971], [0.78298, 1.14133, -1.00585], [2.33603, -1.40701, 2.06022], [-1.32254, -0.26278, 1.36548]],
  "total_energy_ev": -12891.005,
  "charge": -1,
  "de_lowest_ev": 1.066,
  "multiplicity": 1,
  "homo_energy_ev": -4.81,
  "max_force_ev_per_a": 2.68,
  "mol_weight_g_mol": 120.1
}